80
Properties=species:S:1:pos:R:3:lowdin_charge:R:1 method="wB97M-V/def2-TZVPD" lumo_energy_ev="-6.6 / -5.8" total_charge=+2 s_squared=0.759 homo_lumo_gap_ev="5.6 / 6.4" multiplicity=2 homo_ev="-12.18 / -12.18"
Co -0.2542 0.3259 0.0397 0.7287
N 1.6752 -0.5142 0.1688 0.0403
C 2.3618 0.1836 1.2871 -0.2610
C 3.4802 -0.7411 1.8202 -0.1262
C 4.3802 -0.4153 3.0339 -0.1496
C 5.2856 0.8277 3.0011 -0.1527
N 4.5383 2.0374 3.3061 0.0929
C 4.9301 3.2857 3.2790 -0.4313
N 6.1784 3.6486 2.9730 0.2258
N 4.0003 4.2482 3.4858 0.1990
C 1.2421 0.5927 2.2945 -0.5883
O 1.5295 1.2455 3.3006 0.0438
O 0.0548 0.2584 1.9786 -0.0559
H 1.4957 -1.4697 0.4717 0.1199
H 2.2757 -0.5718 -0.6478 0.1244
H 2.7872 1.1120 0.8955 0.1363
H 4.1494 -0.9356 0.9764 0.1236
H 2.9885 -1.6898 2.0559 0.1294
H 5.0490 -1.2715 3.1184 0.1251
H 3.7800 -0.3878 3.9442 0.1233
H 5.7824 0.9170 2.0292 0.1317
H 6.0520 0.6967 3.7688 0.1335
H 3.5351 1.8703 3.5480 0.1403
H 6.9076 2.9643 2.8625 0.1254
H 6.4559 4.6142 3.0024 0.1343
H 3.1038 3.9345 3.8307 0.1261
H 4.2956 5.1638 3.7822 0.1275
C -4.6835 -0.5300 3.9434 -0.0380
C -4.9389 -1.9143 3.3196 -0.4944
C -3.6030 -2.5917 2.9914 -0.0193
C -5.6246 -2.7610 4.4053 -0.0337
C -5.8916 -1.7412 2.0813 -0.4072
O -7.1099 -1.1562 2.5493 -0.0210
C -6.3246 -3.0547 1.3585 -0.0836
C -5.5338 -3.7116 0.2092 -0.1220
C -4.4026 -4.6261 0.5978 -0.2464
C -3.1144 -4.4269 0.1123 -0.0570
C -2.0724 -5.2676 0.4665 -0.1079
C -2.3155 -6.3374 1.3145 -0.6807
Cl -1.0194 -7.3766 1.7734 0.6878
C -3.6010 -6.5819 1.7805 -0.0873
C -4.6298 -5.7310 1.4174 -0.0380
C -5.4857 -0.5893 1.1036 -0.0131
N -4.2022 -0.5431 0.4087 -0.0539
C -3.0246 -0.0907 0.8191 -0.0978
N -2.1594 -0.1282 -0.1954 -0.0020
C -2.8962 -0.6111 -1.2401 -0.1576
N -4.1264 -0.8615 -0.9005 0.1398
H -4.2851 -0.6486 4.9509 0.0958
H -5.6141 0.0311 4.0148 0.0935
H -3.9629 0.0589 3.3732 0.0566
H -2.8915 -2.3824 3.7931 0.0980
H -3.1634 -2.2523 2.0581 0.0587
H -3.7210 -3.6710 2.9270 0.0788
H -4.8969 -2.9855 5.1854 0.0982
H -5.9938 -3.7149 4.0291 0.0819
H -6.4471 -2.2227 4.8791 0.0936
H -7.5516 -1.7751 3.1399 0.1061
H -7.3008 -2.8020 0.9406 0.1284
H -6.4987 -3.8102 2.1253 0.0998
H -5.1889 -2.9744 -0.5043 0.0828
H -6.2630 -4.3324 -0.3196 0.1303
H -2.9257 -3.6031 -0.5666 0.0978
H -1.0728 -5.1049 0.0855 0.0992
H -3.7876 -7.4364 2.4163 0.1126
H -5.6349 -5.9377 1.7659 0.1235
H -5.5891 0.3310 1.6748 0.1364
H -6.2437 -0.5764 0.3230 0.1478
H -2.7777 0.2421 1.8127 0.1328
H -2.5177 -0.7712 -2.2357 0.1285
C 2.0242 3.8505 -1.4051 -0.2215
S 0.9058 3.4721 -0.0340 0.9135
C -0.2962 4.7817 -0.3245 -0.2194
O 0.2018 2.2062 -0.4767 -0.5886
H 2.2898 4.9061 -1.3756 0.0679
H 1.5351 3.6004 -2.3446 0.0733
H 2.9238 3.2491 -1.2868 0.0505
H 0.1693 5.7381 -0.0899 0.0698
H -1.1287 4.6024 0.3532 0.0657
H -0.6395 4.7557 -1.3567 0.0748

=====

37
Properties=species:S:1:pos:R:3:lowdin_charge:R:1 method="wB97M-V/def2-TZVPD" lumo_energy_ev=0.8 homo_lumo_gap_ev=9.3 smiles=CCc1ccc(O)cc1.CCc1ccccc1 homo_ev=-8.47
C 2.2974 -0.6830 -1.3938 -0.0935
C 1.1304 -1.3084 -0.6584 -0.2388
C 0.6965 -2.6495 -1.1643 -0.2559
C -0.2891 -2.7432 -2.1247 -0.0369
C -0.7165 -3.9933 -2.5983 -0.0199
C -0.1890 -5.1335 -2.0294 -0.3277
O -0.4721 -6.4078 -2.4367 0.0400
C 0.6945 -5.0194 -0.9463 -0.0153
C 1.1453 -3.7960 -0.4911 -0.0270
H 2.7257 0.1566 -0.8595 0.0473
H 2.0090 -0.3643 -2.3966 0.0779
H 3.1133 -1.4084 -1.5318 0.0799
H 1.2928 -1.3551 0.4211 0.1096
H 0.3178 -0.5685 -0.7607 0.0971
H -0.7630 -1.8516 -2.5130 0.1139
H -1.3761 -4.0043 -3.4546 0.1103
H -1.3246 -6.4250 -2.8936 0.1082
H 1.1136 -5.9103 -0.4966 0.1148
H 1.9418 -3.7268 0.2359 0.1156
C 1.7171 2.6264 0.9276 -0.0818
C 0.2735 2.1686 0.6039 -0.2141
C -0.7822 2.9204 1.3440 -0.2557
C -1.1153 2.6002 2.6838 -0.0383
C -2.2238 3.1923 3.2439 -0.0958
C -2.9521 4.2194 2.6150 -0.0926
C -2.5916 4.5386 1.3260 -0.0863
C -1.4660 3.9339 0.7214 -0.0494
H 2.4580 1.8914 0.6299 0.0475
H 1.8696 2.9510 1.9582 0.0733
H 1.8916 3.5561 0.3691 0.0742
H 0.1096 2.2213 -0.4719 0.1091
H 0.2254 1.1129 0.8905 0.0929
H -0.5051 1.8606 3.1858 0.1129
H -2.4945 2.8444 4.2342 0.0983
H -3.6140 4.8054 3.2309 0.0975
H -3.0310 5.3830 0.8066 0.0983
H -1.1169 4.3660 -0.2065 0.1102